C10H53AlNO19 | the ωB97M-V functional and the def2-TZVPD basis

Cartesian coordinates (Å):
C (-2.87, -1.60, 2.06)
C (-2.42, -0.80, 3.30)
O (-1.10, -0.31, 3.12)
C (-0.18, -0.67, 4.12)
C (1.23, -0.59, 3.53)
O (1.64, -1.90, 3.18)
C (2.72, -1.96, 2.27)
C (2.36, -2.66, 0.92)
O (1.00, -2.90, 0.76)
C (0.31, -1.84, 0.03)
Al (0.78, -1.61, -1.96)
C (1.05, 0.34, -2.49)
C (0.08, 1.36, -1.85)
C (0.58, 2.05, -0.61)
N (1.56, 1.38, 0.19)
O (0.18, 3.16, -0.30)
H (-2.06, -1.64, 1.34)
H (-3.13, -2.62, 2.36)
H (-3.75, -1.16, 1.60)
H (-2.48, -1.43, 4.19)
H (-3.09, 0.05, 3.47)
H (-0.32, -1.70, 4.46)
H (-0.24, 0.02, 4.97)
H (1.16, 0.04, 2.65)
H (1.94, -0.13, 4.22)
H (3.54, -2.51, 2.75)
H (3.10, -0.95, 2.07)
H (2.88, -3.62, 0.87)
H (2.77, -2.04, 0.11)
H (-0.74, -2.12, 0.08)
H (0.40, -0.92, 0.63)
H (-0.33, -2.34, -2.89)
H (2.22, -2.36, -2.22)
H (2.08, 0.64, -2.28)
H (0.92, 0.38, -3.58)
H (-0.90, 0.93, -1.63)
H (-0.12, 2.20, -2.53)
H (1.10, 0.89, 0.95)
H (2.23, 2.05, 0.56)
O (1.47, 5.60, -1.27)
H (1.68, 4.66, -1.23)
H (0.59, 5.60, -1.66)
O (-4.57, -1.65, -0.87)
H (-5.52, -1.79, -0.88)
H (-4.41, -0.99, -1.55)
O (2.11, 8.47, -2.00)
H (2.31, 7.53, -1.95)
H (1.23, 8.51, -2.39)
O (4.51, 5.73, -0.31)
H (3.68, 5.83, -0.79)
H (4.74, 6.63, -0.05)
O (-0.52, 6.81, 0.88)
H (-0.06, 6.73, 1.72)
H (-0.04, 6.21, 0.30)
O (-6.72, -3.80, -0.82)
H (-7.25, -4.14, -1.55)
H (-6.09, -4.49, -0.62)
O (5.80, 3.42, 1.48)
H (6.75, 3.39, 1.33)
H (5.51, 4.25, 1.09)
O (0.98, 2.81, 3.15)
H (1.52, 3.61, 3.17)
H (0.82, 2.65, 2.21)
O (-8.63, -4.90, -3.07)
H (-8.37, -5.79, -2.79)
H (-9.45, -5.02, -3.55)
O (0.82, -2.45, -5.49)
H (0.18, -2.53, -6.20)
H (1.35, -3.25, -5.55)
O (-2.62, -3.02, -4.11)
H (-2.95, -3.00, -3.20)
H (-1.90, -2.37, -4.07)
O (3.16, -2.39, -7.49)
H (4.07, -2.33, -7.20)
H (2.66, -1.92, -6.80)
O (1.40, -0.92, 6.93)
H (1.91, -0.11, 6.86)
H (1.29, -1.22, 6.02)
O (3.24, -3.48, 5.80)
H (2.44, -3.48, 5.25)
H (3.38, -2.56, 6.00)
O (-4.94, -1.04, -4.09)
H (-4.29, -1.76, -4.08)
H (-5.37, -1.13, -4.95)

Results
HOMO energy   -4.8 eV
Total charge   -1
Frontier orbital gap   6.5 eV